Density functional theory data (ωB97M-V/def2-TZVPD) for a molecular structure, C40H56BaN6OS3Si in a non-equilibrium geometry.

CARTESIAN COORDINATES (ANGSTROEM)
C: -0.035 -4.099 1.870
H: -1.098 -5.371 0.468
C: -5.050 -1.764 -0.750
H: 5.107 1.524 -4.468
H: -1.196 -3.432 -6.270
H: 3.957 -2.022 3.105
H: 2.003 -4.792 2.317
C: 0.014 -0.417 -4.916
C: -1.948 1.737 -4.722
N: 3.515 4.114 -0.760
N: 2.305 2.136 -0.029
C: 3.315 2.724 -4.871
H: -2.784 4.449 -2.922
H: -2.928 -2.294 -2.303
C: 1.296 -4.754 1.491
H: 3.091 -2.940 1.874
C: 0.269 0.661 -3.882
H: 3.167 1.163 1.623
H: 1.122 2.432 1.683
C: -1.508 -1.891 4.623
N: -2.433 0.737 -0.328
H: 3.146 -1.186 1.784
H: -7.012 -1.767 0.135
N: -2.781 -1.589 -1.601
H: -2.443 -1.502 5.048
H: 2.804 -0.298 4.364
C: -0.760 -2.473 -6.048
C: -5.912 -0.051 0.725
H: -0.538 -3.861 -0.246
H: 1.162 3.252 -4.999
H: -6.700 0.362 1.339
C: 3.368 3.732 2.028
H: -1.436 0.411 2.059
S: -0.855 2.963 -2.781
H: 3.404 2.307 -1.810
C: 1.929 -2.895 4.512
H: -2.141 1.023 -5.508
C: 1.909 2.525 -4.719
H: -1.293 2.356 0.169
H: 1.782 -4.237 0.658
C: 1.816 -0.507 3.933
C: -0.618 -4.899 3.042
H: 1.049 -2.884 5.154
H: -5.205 -2.699 -1.271
C: 4.661 3.672 0.038
C: 1.603 1.309 -4.193
C: -1.394 0.049 3.095
H: 0.938 0.322 -6.708
C: -0.846 1.681 -3.927
H: 1.901 3.244 -1.768
H: 2.793 -2.633 5.136
C: -2.651 -1.950 2.428
C: -0.964 -4.300 0.663
O: 0.316 0.097 -2.597
C: 1.797 -1.916 3.337
H: -3.735 3.038 -4.915
C: 3.060 -2.034 2.473
N: 2.189 4.183 1.281
H: 1.119 -5.788 1.170
H: 1.786 5.255 -0.472
H: -3.001 3.422 1.606
C: -2.257 1.873 0.297
C: -3.648 0.124 -0.185
C: -2.343 3.572 -3.364
S: 3.028 0.395 -3.883
C: -4.431 1.869 1.273
H: -0.696 -1.491 5.230
H: 5.219 4.548 0.371
C: -2.811 2.827 -4.399
H: 1.622 0.260 3.175
C: 1.469 3.004 0.817
H: 1.085 -0.378 4.729
H: 2.079 -3.922 4.180
H: -1.641 -4.602 3.272
H: 0.116 -1.871 -7.921
C: 4.038 1.650 -4.456
H: 4.129 1.115 0.129
S: -0.860 -1.824 -4.471
H: -1.519 -2.972 4.756
H: -0.645 -5.969 2.800
H: -2.836 -3.015 2.554
H: -2.615 -1.744 1.354
H: -1.951 -3.865 0.799
Ba: 0.458 -0.500 -0.583
C: 0.373 -0.464 -6.227
H: 3.040 3.157 2.896
H: -2.288 0.437 3.601
H: 5.311 3.056 -0.587
N: 4.254 2.897 1.213
C: -3.854 -1.108 -0.881
C: -6.078 -1.228 0.056
C: -4.682 0.646 0.611
H: -0.531 0.504 3.571
C: 2.652 4.923 0.103
H: -3.523 -1.421 2.834
H: -2.137 -0.858 -1.867
C: 2.767 2.932 -1.182
H: 3.923 4.606 2.373
H: 3.209 5.800 0.437
C: -3.228 2.487 1.115
H: 3.758 3.628 -5.257
H: -0.027 -4.787 3.951
C: -0.076 -1.646 -6.883
C: -1.381 -1.486 3.149
H: -5.200 2.295 1.905
H: 0.603 3.327 0.231
C: 3.490 1.742 0.756
Si: 0.210 -2.155 2.163

The calculation puts the HOMO energy at -5.70 eV. The value obtained for the energy relative to the best compared isomer or geometry (same formula, charge and spin) is 0.2486 eV. The value obtained for the frontier orbital gap is 5.675 eV.